Molecular formula: C28H49BaF4N6SSbSi3
Method: DFT, ωB97M-V with the def2-TZVPD basis set

HOMO-LUMO gap = 6.59 eV
E_HOMO = -6.9 eV

Each line ends with the natural charge from an NBO analysis.
Atoms and positions in Å:
N  2.38132  -2.11442  3.81587  -0.79
C  -0.16228  5.02059  -2.58480  0.20
H  -0.63686  2.46117  5.22490  0.22
F  -0.75760  1.49052  -2.03893  -0.38
H  3.37232  -3.17509  0.60754  0.26
C  -2.51368  -3.90471  0.36432  -1.12
H  1.09928  2.74349  5.13084  0.21
C  0.07205  -1.24175  -4.47245  -1.13
C  -4.29949  2.43013  1.24658  -0.27
H  -3.01535  -3.87656  -0.60545  0.24
H  -0.39613  -4.49062  -4.10764  0.24
H  -0.90752  -5.81243  -1.72116  0.24
H  2.34906  4.16162  0.16321  0.18
H  1.84593  -5.14847  -2.89770  0.24
N  0.42744  -1.15502  3.32619  -0.49
H  -4.00463  0.22815  3.78978  0.22
C  3.58203  -1.58759  -2.25395  -1.13
H  -1.81200  -3.82167  -4.93102  0.24
Si  2.59514  -3.08565  -1.72907  1.39
H  -3.22594  -1.93007  -2.28243  0.23
H  3.51004  -4.73038  -3.33259  0.24
C  2.27978  3.27930  2.71063  -0.24
H  2.24065  4.65987  4.40076  0.20
H  -2.68126  -2.94583  0.86082  0.24
H  1.19600  -4.41814  1.79886  0.24
C  -2.50011  0.65399  2.31804  0.16
C  -0.77603  2.76351  -2.57920  0.19
N  0.65723  3.42515  -0.81545  -0.83
S  2.66666  -0.36599  1.87993  -0.52
C  -1.31283  -3.91634  -3.96245  -1.13
Sb  0.30205  -2.21307  -1.03660  -0.44
H  -4.97313  3.14161  0.79166  0.23
F  -2.17894  1.87238  -4.21615  -0.32
H  1.86030  -2.67108  4.47064  0.40
H  -2.98497  -4.68687  0.96568  0.24
C  -0.40821  -5.83103  -0.75257  -1.13
H  -2.71362  2.77261  -0.16025  0.21
H  4.43147  -4.12469  -0.44800  0.24
C  2.82651  4.47018  3.50025  -0.64
H  2.15956  -3.84411  -4.05018  0.24
H  -0.04254  4.48540  3.84291  0.17
H  3.10641  -1.06984  -3.09053  0.24
C  0.61914  4.51471  1.39328  -0.23
F  -0.96170  6.41623  -4.26701  -0.31
H  -2.43829  -0.36045  -2.51942  0.25
H  -0.15420  -3.51135  2.48171  0.26
H  -1.06029  3.30487  3.03442  0.19
H  -2.22022  4.32382  -5.21990  0.24
C  1.72322  -1.22819  3.03541  0.31
H  -1.97101  -4.48424  -3.30339  0.23
H  3.85035  4.25284  3.80625  0.22
C  -0.05171  3.46656  3.42554  -0.22
Ba  0.41475  1.11957  0.31621  1.79
C  -1.63538  4.16831  -4.32778  -0.43
N  0.87258  3.37347  2.28546  -0.50
H  -3.12942  -1.21586  -3.89943  0.24
H  4.59104  -1.87447  -2.56219  0.24
H  3.35948  -2.27011  3.66245  0.41
F  0.49548  6.12136  -2.14170  -0.33
H  0.34924  -0.26918  -4.05828  0.24
H  -0.24322  -5.27976  2.36687  0.24
C  -1.54441  -0.24920  2.93707  -0.02
H  0.36307  1.46624  4.16373  0.22
H  -0.48895  -1.06182  -5.39324  0.24
H  -0.80156  -6.67528  -0.18022  0.24
C  -3.75634  0.80690  2.91010  -0.24
H  3.66864  -0.88825  -1.41881  0.25
H  2.84488  5.38448  2.90695  0.21
Si  -0.96305  -2.21692  -3.25808  1.37
C  -0.92365  5.18890  -3.72084  0.37
H  0.90467  5.45879  1.88183  0.17
H  -0.46155  4.56046  1.22857  0.20
C  -4.66086  1.69802  2.36941  -0.15
C  3.38911  -3.87332  -0.23382  -1.14
C  -0.03123  3.77133  -1.90842  0.18
H  1.30244  5.42781  -0.39384  0.22
H  2.87305  -4.78875  0.06428  0.23
H  -5.63769  1.82878  2.81691  0.22
H  -1.90121  -0.85010  3.77312  0.18
C  -3.03896  2.22294  0.71901  0.06
H  0.98710  -1.77930  -4.73112  0.23
C  -2.59243  -1.34877  -2.95611  -1.13
H  2.89533  3.12908  1.82272  0.20
C  0.10677  -4.37383  1.86375  -1.14
C  -1.52980  2.94002  -3.71081  0.36
N  -2.15576  1.35893  1.22559  -0.53
C  0.21863  2.47404  4.54766  -0.63
C  1.29428  4.42725  0.02790  -0.26
N  -0.31111  -0.31247  2.58376  -0.27
H  0.65604  -6.00789  -0.92495  0.24
C  2.51647  -4.31985  -3.13379  -1.13
H  2.38934  2.36618  3.29234  0.22
Si  -0.67924  -4.23080  0.18003  1.39

Force components x, y, z for each atom (eV/Å):
0.1 0.0 -0.1
0.1 0.0 0.1
0.0 0.0 0.0
0.0 0.1 -0.2
0.0 0.0 0.0
0.0 0.0 0.0
0.0 0.0 0.0
0.1 0.1 0.0
0.0 0.0 0.1
0.0 0.0 0.0
0.0 0.0 0.0
0.0 0.0 0.0
0.0 0.0 0.0
0.0 0.0 0.0
0.1 -0.3 0.1
0.0 0.0 0.0
0.0 0.1 0.0
0.0 0.0 0.0
0.0 0.0 0.0
0.0 0.0 0.0
0.0 0.0 0.0
0.0 0.1 0.0
0.0 0.0 0.0
0.0 0.0 0.0
0.0 0.0 0.0
-0.2 0.3 -0.1
-0.1 0.0 -0.1
-0.1 0.4 -0.2
0.0 -0.1 0.0
0.0 0.0 0.0
-0.1 -0.1 0.0
0.0 0.0 0.0
0.0 0.0 0.0
0.0 0.0 0.0
0.0 0.0 0.0
0.0 0.0 -0.1
0.0 0.0 0.0
0.0 0.0 0.0
0.0 -0.1 -0.1
0.0 0.0 0.0
0.0 0.0 0.0
0.0 0.0 0.0
0.1 0.1 0.0
0.0 0.0 0.0
0.0 0.0 0.0
0.1 0.0 0.0
0.0 0.0 0.0
0.0 0.0 0.0
-0.2 0.1 0.0
0.0 0.0 0.0
0.0 0.0 0.0
0.0 0.0 0.1
0.6 -0.3 0.3
0.0 0.1 0.0
0.0 -0.1 -0.1
0.0 0.0 0.0
0.0 0.0 0.0
0.0 0.0 0.0
0.0 0.0 0.0
0.0 0.0 0.0
0.0 0.0 0.0
0.1 -0.2 0.1
0.0 0.0 0.0
0.0 0.0 0.0
0.0 0.0 0.0
0.0 -0.1 0.0
0.0 0.0 0.0
0.0 0.0 0.0
0.0 0.0 0.0
-0.1 0.0 -0.1
0.0 0.0 0.0
0.0 0.0 0.0
0.0 0.1 -0.1
0.0 0.0 0.1
0.0 0.1 -0.2
0.0 0.0 0.0
0.0 0.0 0.0
0.0 0.0 0.0
0.1 0.0 0.0
0.2 -0.1 -0.1
0.0 0.0 0.0
0.0 0.0 0.0
0.0 0.0 0.0
0.0 0.1 0.1
0.0 -0.1 0.0
-0.3 0.0 0.2
0.0 0.0 -0.1
0.1 0.0 0.0
-0.1 0.0 0.1
0.0 0.0 0.0
-0.1 0.0 -0.1
0.0 0.0 0.0
0.0 0.0 -0.1